# 1
DFT (ωB97M-V with the def2-TZVPD basis set) results for C37H59BrN4O2ReS as an isolated structure.

The geometry in ORCA input format:
```
! RIJCOSX wB97M-V def2-TZVPD def2/J DEFGRID3
* xyz 0 4
Re -0.1467 -1.0217 -0.6098
C -6.4050 -0.1437 -2.4115
C -6.0203 0.1365 -0.9626
N -4.6861 0.6846 -0.8049
C -4.5273 2.1224 -0.7622
C -4.3172 2.7484 -2.1402
C -3.6410 -0.1584 -0.6474
S -2.1677 0.4820 -0.0792
N -3.9083 -1.4397 -0.8230
C -3.0433 -2.4411 -0.7807
O -1.7768 -2.3979 -0.7446
C -3.6979 -3.7698 -0.7716
C -2.9383 -4.9210 -0.5922
C -3.5495 -6.1554 -0.5014
C -4.9252 -6.2589 -0.6230
C -5.6880 -5.1170 -0.8148
C -5.0820 -3.8796 -0.8784
H -7.4380 -0.4779 -2.4512
H -5.7630 -0.9163 -2.8219
H -6.3077 0.7461 -3.0254
H -6.0570 -0.7993 -0.3966
H -6.7268 0.8457 -0.5189
H -3.6644 2.3521 -0.1304
H -5.4138 2.5551 -0.2909
H -3.4832 2.2678 -2.6425
H -4.0966 3.8060 -2.0236
H -5.2034 2.6538 -2.7617
H -1.8694 -4.8316 -0.5154
H -2.9533 -7.0407 -0.3324
H -5.4040 -7.2267 -0.5732
H -6.7612 -5.1941 -0.9131
H -5.6674 -2.9861 -1.0163
C 6.6972 3.1842 -2.0609
C 5.8242 3.4870 -0.8358
C 6.4937 2.9646 0.4417
C 5.6646 5.0053 -0.7319
C 4.4901 2.7734 -0.9759
C 4.4561 1.4199 -1.2792
C 3.2470 0.7743 -1.3824
Br 3.2846 -1.0281 -1.9917
C 1.9832 1.3739 -1.1875
O 0.8833 0.6718 -1.2883
C 2.0297 2.7778 -0.9399
C 3.2659 3.4055 -0.8325
C 0.8164 3.7097 -0.9126
C 0.8793 4.5686 -2.1858
C 0.8202 4.6142 0.3317
C -0.5191 2.9806 -0.9155
H 7.6070 3.7791 -2.0401
H 6.1540 3.4218 -2.9730
H 6.9845 2.1386 -2.0973
H 7.4586 3.4400 0.6003
H 6.6437 1.8904 0.3821
H 5.8630 3.1708 1.3044
H 6.6424 5.4767 -0.6725
H 5.1096 5.2884 0.1591
H 5.1561 5.4001 -1.6083
H 5.3582 0.8591 -1.4670
H 3.2616 4.4659 -0.6483
H 1.7963 5.1491 -2.2280
H 0.0344 5.2537 -2.2257
H 0.8442 3.9240 -3.0616
H 1.6547 5.3086 0.3410
H 0.8620 4.0139 1.2381
H -0.0981 5.1995 0.3596
H -0.6007 2.3146 -1.7685
H -1.3415 3.6940 -0.9666
H -0.6321 2.4024 -0.0029
C 0.6820 -4.8547 0.1403
C 1.3186 -3.8603 -0.8529
C 2.8000 -4.2449 -0.9816
C 0.6684 -3.9561 -2.2366
C 1.1335 -2.4883 -0.2535
H 0.5571 -5.8227 -0.3381
H -0.2813 -4.4917 0.4826
H 1.3220 -4.9793 1.0101
H 2.8863 -5.3150 -1.1564
H 3.3467 -3.9964 -0.0756
H 3.2655 -3.7296 -1.8148
H 0.8405 -4.9335 -2.6855
H 1.1064 -3.1960 -2.8813
H -0.4027 -3.7813 -2.1768
H 1.8075 -2.4029 0.6120
C 0.7783 -0.6037 5.7137
C -0.4641 -0.2160 4.9003
N -0.3012 -0.4324 3.4798
C -0.9198 -1.6179 2.9225
C -0.2268 -2.9182 3.3077
C 0.4440 0.3994 2.7237
C 0.8096 1.7413 3.3178
N 0.8165 0.0909 1.5325
H 0.7055 -0.1843 6.7138
H 1.6846 -0.2243 5.2487
H 0.8769 -1.6828 5.7949
H -0.7099 0.8331 5.0932
H -1.3098 -0.8234 5.2316
H -0.8942 -1.5250 1.8309
H -1.9664 -1.6381 3.2494
H 0.8123 -2.8804 3.0017
H -0.7076 -3.7422 2.7900
H -0.2805 -3.0989 4.3776
H -0.0957 2.2993 3.5581
H 1.3824 2.3111 2.5894
H 1.4068 1.6481 4.2190
H 1.3677 0.8252 1.0985
*
```

The calculation puts the HOMO energy (alpha / beta) at -7.208 / -7.201 eV. As for the lowest unoccupied orbital energy (alpha / beta): 0.003 / -0.004 Eh. Its gap between HOMO and LUMO (alpha / beta) is 7.3 / 7.1 eV.

---

# 2
DFT (ωB97M-V with the def2-TZVPD basis set) results for C18H18N5O6RhS2 as an isolated structure.

The geometry in ORCA input format:
```
! RIJCOSX wB97M-V def2-TZVPD def2/J DEFGRID3
* xyz 0 1
Rh -1.1667 -0.5225 -1.0531
N 2.6166 -2.4079 -1.2711
C 1.3085 -2.1941 -1.3180
N 0.7872 -1.0027 -1.3160
C 1.5807 0.1194 -1.1301
N 1.0627 1.2949 -0.9159
N -0.3056 1.1970 -0.8291
C -1.0623 2.1911 -0.5647
C -2.4992 1.8788 -0.4682
C -3.4684 2.8156 -0.1785
C -4.7913 2.4013 -0.0813
C -5.1038 1.0692 -0.2805
C -4.0808 0.1764 -0.5751
N -2.8231 0.5803 -0.6587
C 3.0227 -0.0601 -1.1472
C 3.9139 1.0146 -1.0711
C 5.2701 0.7855 -1.0589
C 5.7590 -0.5235 -1.1153
C 4.8972 -1.5937 -1.1868
C 3.5233 -1.3576 -1.2009
H 2.9519 -3.3572 -1.2566
H 0.6446 -3.0436 -1.4029
H -0.6554 3.1837 -0.4139
H -3.1872 3.8483 -0.0249
H -5.5694 3.1169 0.1479
H -6.1222 0.7141 -0.2185
H -4.2454 -0.8771 -0.7624
H 3.5099 2.0158 -1.0209
H 5.9595 1.6165 -1.0023
H 6.8262 -0.7011 -1.1030
H 5.2734 -2.6083 -1.2292
C 0.6649 1.1867 3.1161
C -0.4323 0.2235 2.7090
C -0.8798 -0.6606 3.8661
O -1.5317 1.0075 2.2276
C 0.0446 -0.7207 1.5835
O 1.2436 -0.9810 1.4890
O -0.8988 -1.2813 0.8933
H 0.3111 1.8265 3.9265
H 0.9429 1.8164 2.2684
H 1.5479 0.6400 3.4364
H -1.2769 -0.0435 4.6759
H -0.0397 -1.2364 4.2532
H -1.6496 -1.3577 3.5290
H -2.3488 0.5979 2.5268
O -3.0641 -2.7940 -3.7804
S -1.9501 -2.3497 -2.9984
O -0.7072 -3.0779 -3.1666
O -2.2611 -2.2263 -1.5152
S -1.5416 -0.3395 -3.3332
*
```

The calculation puts the HOMO energy at -8.113 eV. Its energy relative to the best compared isomer or geometry (same formula, charge and spin) is 0.0 kcal per mole. As for the lowest unoccupied orbital energy: -0.045 Eh. Its gap between HOMO and LUMO is 6.9 eV.

---

# 3
DFT (ωB97M-V with the def2-TZVPD basis set) results for a 2-piece molecular cluster, C5H10BrClO7S2 overall.

The geometry in ORCA input format:
```
! RIJCOSX wB97M-V def2-TZVPD def2/J DEFGRID3
* xyz 0 1
O -2.7563 2.6653 -3.1870
S -2.1993 3.9340 -2.8498
O -1.1124 4.3322 -4.0905
Cl -1.0925 3.2603 -5.3816
O -1.0315 3.7110 -1.7423
C -1.2789 2.6496 -0.8042
C -0.0085 2.4456 0.0124
C 0.7431 1.1557 -0.2664
Br 0.8679 0.7192 -2.1507
H -1.5643 1.7317 -1.2984
H -2.0869 2.9113 -0.1269
H 0.6565 3.2663 -0.2290
H -0.2161 2.5309 1.0711
H 1.7609 1.2821 0.0714
H 0.3437 0.3300 0.2995
C 1.8089 -3.8730 1.6456
C 0.3762 -4.2420 1.3233
O -0.3985 -3.5009 2.2777
S 0.3231 -2.1095 2.5933
O -0.2537 -1.0912 1.7899
O 0.4372 -1.9675 3.9954
O 1.7501 -2.4764 1.9690
H 2.1788 -4.4164 2.5168
H 2.4802 -4.0257 0.8057
H 0.1785 -5.3035 1.4363
H 0.0938 -3.9192 0.3194
*
```

The calculation puts the HOMO energy at -9.993 eV. As for the lowest unoccupied orbital energy: -0.001 Eh. Its gap between HOMO and LUMO is 10.0 eV.

---

# 4
DFT (ωB97M-V with the def2-TZVPD basis set) results for a 2-piece molecular cluster, CH3OS overall.

The geometry in ORCA input format:
```
! RIJCOSX wB97M-V def2-TZVPD def2/J DEFGRID3
* xyz -1 1
S -0.4652 -2.6564 -1.0227
H -0.0682 -1.9291 -1.9428
O -0.3041 1.7679 1.6887
C 0.1227 1.0820 0.7836
H -0.5539 0.6180 0.0656
H 1.2686 1.1175 0.4275
*
```

The calculation puts the HOMO energy at -2.573 eV. Its energy relative to the best compared isomer or geometry (same formula, charge and spin) is 11.7 kcal per mole. As for the lowest unoccupied orbital energy: 0.142 Eh. Its gap between HOMO and LUMO is 6.4 eV.

---

# 5
DFT (ωB97M-V with the def2-TZVPD basis set) results for the molecule C4H5ClINOS.

The geometry in ORCA input format:
```
! RIJCOSX wB97M-V def2-TZVPD def2/J DEFGRID3
* xyz 0 1
C 0.1736 1.6111 -1.9724
C -0.5754 0.9736 -0.8345
S -2.1589 1.1718 -0.5512
C 0.3554 0.1780 0.0159
O 1.5852 0.2484 0.0023
N -0.3300 -0.6903 0.8598
C 0.3047 -1.6473 1.7956
Cl -0.5453 -1.5685 3.3795
I 0.1283 -3.5256 0.6980
H 1.1976 1.4975 -1.5130
H 0.0215 0.9091 -2.8786
H -0.2494 2.6230 -1.9916
H -1.2608 -0.4136 1.1644
H 1.3534 -1.3671 1.8259
*
```

The calculation puts the HOMO energy at -9.346 eV. As for the SMILES: CC(=S)C(=O)N[C@@H](Cl)I. As for the lowest unoccupied orbital energy: -0.052 Eh. Its gap between HOMO and LUMO is 7.9 eV.

---

# 6
DFT (ωB97M-V with the def2-TZVPD basis set) results for a 2-piece molecular cluster, C6H12O2 overall.

The geometry in ORCA input format:
```
! RIJCOSX wB97M-V def2-TZVPD def2/J DEFGRID3
* xyz 0 1
C 0.9518 2.1292 0.3749
C 1.3705 0.8372 -0.3207
C 1.3459 -0.3790 0.5938
O 1.7335 -1.5457 0.0530
O -0.1502 -0.5207 1.0410
H 1.5967 2.3392 1.2312
H -0.0735 2.0651 0.7384
H 1.0209 2.9749 -0.3089
H 0.7433 0.6362 -1.1900
H 2.4002 0.9094 -0.6803
H 1.8803 -0.1780 1.5324
H 0.9332 -1.8130 -0.6452
H -0.1578 -1.3000 1.6148
C -0.5801 -1.8533 -1.2152
C -1.2494 -1.1201 -0.4299
C -2.4762 -0.3731 -0.1197
H -0.9123 -2.2829 -2.1452
H -2.2487 0.6729 0.1008
H -3.1431 -0.4150 -0.9817
H -2.9850 -0.7833 0.7565
*
```

The calculation puts the HOMO energy at -8.544 eV. As for the SMILES: CCC(O)O.C#CC. Its energy relative to the best compared isomer or geometry (same formula, charge and spin) is 103.6 kcal per mole. As for the lowest unoccupied orbital energy: 0.026 Eh. Its gap between HOMO and LUMO is 9.3 eV.

---

# 7
DFT (ωB97M-V with the def2-TZVPD basis set) results for a 11-piece molecular cluster, C54H137N11O11 overall.

The geometry in ORCA input format:
```
! RIJCOSX wB97M-V def2-TZVPD def2/J DEFGRID3
* xyz 0 1
C 4.4794 13.8687 25.3641
C 5.9561 14.0756 25.0956
C 6.7802 14.5077 26.3102
C 6.5377 12.8292 24.4189
C 7.6981 13.0520 23.4795
C 7.5132 14.1456 22.4666
C 7.0906 15.4829 23.1361
C 8.3175 16.1308 23.8179
C 6.5970 16.5116 22.0959
N 5.9330 15.1936 24.0758
O 5.7092 16.4090 24.7578
H 4.0840 14.6581 26.0220
H 3.7883 13.8764 24.4895
H 4.2397 13.0539 26.0137
H 7.8017 14.2185 26.1481
H 6.7181 15.5801 26.3662
H 6.3591 14.1246 27.2538
H 6.7805 12.1669 25.2042
H 5.7628 12.3940 23.7530
H 8.5968 13.1887 24.0769
H 7.8072 12.0423 23.0577
H 6.6694 13.7998 21.7914
H 8.3794 14.2436 21.8344
H 9.0678 16.1938 23.0544
H 8.6602 15.5531 24.6712
H 8.0383 17.1307 24.1905
H 6.3229 17.4066 22.6227
H 5.8153 16.1826 21.4383
H 7.4991 16.7106 21.4136
H 4.9887 16.7805 24.2861
C 13.7910 10.7315 23.9789
C 14.2743 12.2189 24.1043
C 15.2229 12.3710 25.3117
C 15.0774 12.6731 22.8812
C 14.2492 12.6896 21.6057
C 13.0382 13.6186 21.7794
C 12.1623 13.3197 23.0227
C 11.3238 14.5337 23.3319
C 11.2523 12.1665 22.6979
N 13.1098 13.2163 24.2147
O 12.3352 12.9562 25.3448
H 14.6560 10.0582 23.8710
H 13.2671 10.4424 24.9128
H 13.1006 10.4312 23.1647
H 15.1967 13.3779 25.7199
H 14.8754 11.7690 26.1990
H 16.2031 12.0336 25.1082
H 15.5103 13.6718 23.0919
H 15.9088 11.9556 22.7968
H 14.8236 13.0938 20.7917
H 13.9268 11.6526 21.3210
H 12.3723 13.6879 20.9174
H 13.4099 14.6405 21.9355
H 10.8294 14.9879 22.4862
H 12.0065 15.2096 23.8428
H 10.5790 14.3401 24.1504
H 10.3645 12.4922 22.1997
H 10.8841 11.7059 23.5809
H 11.6513 11.3596 22.0891
H 12.4164 13.7496 25.8975
C 8.8942 3.8457 12.8413
O 9.8893 4.5677 13.4478
C 9.4554 5.3000 14.5855
C 10.7347 5.8564 15.3196
C 11.7855 4.7643 15.5690
N 10.3433 6.5681 16.5272
H 9.3462 3.3565 11.9422
H 8.0594 4.5335 12.5947
H 8.5078 3.0685 13.4853
H 8.7549 6.1184 14.3052
H 8.7874 4.6187 15.1561
H 11.1698 6.6395 14.6837
H 12.6415 5.3381 16.0682
H 12.2014 4.3683 14.5903
H 11.4827 3.9415 16.1840
H 9.9084 7.4880 16.3547
H 9.7259 5.9783 17.0429
C 3.4256 11.0555 17.5617
O 3.7920 12.2182 16.9622
C 5.1949 12.2352 16.6731
C 5.4912 13.3096 15.6461
C 4.6440 13.1787 14.3796
N 6.9127 13.3337 15.4867
H 2.4639 11.1926 18.0938
H 4.1738 10.6077 18.1867
H 3.3339 10.2627 16.8349
H 5.7644 12.3722 17.6655
H 5.5183 11.2317 16.3420
H 5.2855 14.3646 15.9959
H 4.8910 12.3006 13.8689
H 4.9356 14.0309 13.7069
H 3.5899 13.2075 14.6718
H 7.1811 14.0945 14.8696
H 7.1657 12.4919 14.9711
C 11.4241 15.2998 15.2841
O 12.1014 14.1226 15.6524
C 13.3634 14.2987 16.2681
C 13.9968 12.9801 16.4895
C 15.3247 13.1954 17.2173
N 14.2762 12.4257 15.1108
H 10.4412 14.9053 15.0848
H 11.8828 15.6887 14.3832
H 11.4523 16.0312 16.0769
H 14.0727 14.7946 15.5686
H 13.1635 14.7614 17.2141
H 13.2895 12.3091 17.0579
H 14.9653 13.8231 18.0399
H 16.0013 13.7489 16.5834
H 15.8249 12.2687 17.5112
H 14.8836 11.6460 15.3263
H 13.4045 12.1501 14.6179
C 6.7412 8.3526 23.1946
O 7.2277 7.1804 22.6092
C 6.8016 6.0066 23.2803
C 7.6454 5.6298 24.4524
C 9.0191 5.2047 23.9579
N 6.9464 4.4582 24.9993
H 5.6304 8.2261 23.2607
H 7.0119 9.1376 22.5280
H 7.0271 8.5041 24.2472
H 5.6825 6.1489 23.4981
H 6.9216 5.1407 22.6241
H 7.7128 6.3847 25.2096
H 9.5648 6.0698 23.5933
H 8.8419 4.4908 23.1803
H 9.6203 4.6900 24.6967
H 7.6055 3.9653 25.5765
H 6.1064 4.6985 25.5527
C 17.1428 9.2288 17.3301
O 15.8400 9.7045 16.6813
C 14.6218 9.4169 17.3392
C 14.4371 7.8931 17.2689
C 14.4414 7.4896 15.8048
N 13.1929 7.5398 18.0095
H 17.2649 8.2285 16.9242
H 17.0987 9.1563 18.4002
H 17.9212 9.8635 16.9909
H 14.6606 9.7709 18.3529
H 13.8088 9.8157 16.7287
H 15.3025 7.5446 17.8436
H 15.0529 8.2246 15.2714
H 13.3945 7.6476 15.4336
H 14.6654 6.4440 15.6180
H 13.3136 6.7033 18.6207
H 12.4398 7.1799 17.3863
C 15.5168 7.9084 21.5849
O 15.3830 6.5160 21.8438
C 14.0553 6.2353 22.0316
C 13.8181 4.6767 22.1251
C 14.7542 4.0945 23.2285
N 14.0911 4.1907 20.7609
H 16.6083 8.1166 21.6722
H 14.8597 8.5259 22.2324
H 15.0655 8.0065 20.5680
H 13.6462 6.6624 22.9613
H 13.4655 6.7076 21.2509
H 12.8398 4.4290 22.4436
H 15.7700 4.4159 22.9627
H 14.6565 2.9910 23.2491
H 14.4600 4.4727 24.1950
H 14.9405 4.6044 20.4272
H 14.2601 3.1882 20.8074
C 7.2989 10.2006 13.2587
O 7.6833 10.6452 14.5572
C 9.0855 10.4682 14.7812
C 9.3748 10.6375 16.3055
C 10.8604 10.6162 16.6098
N 8.7314 9.5787 17.0164
H 7.3727 9.1420 13.0824
H 7.9059 10.7117 12.5616
H 6.2247 10.4946 13.2440
H 9.2951 9.5027 14.4835
H 9.6491 11.2131 14.1920
H 8.9707 11.7136 16.5162
H 10.9594 10.7392 17.6822
H 11.4439 11.3837 16.1043
H 11.2654 9.6004 16.3248
H 8.9299 9.6746 18.0559
H 7.7564 9.4792 16.8231
C 9.0808 3.5605 19.0342
O 7.8843 4.2449 18.5159
C 7.2274 5.1537 19.4177
C 6.0371 5.6648 18.5939
C 6.5379 6.5115 17.4649
N 5.1865 6.5814 19.3096
H 9.8938 4.2500 19.3519
H 9.4058 2.9973 18.1726
H 8.8114 3.0235 19.9307
H 6.9478 4.6196 20.3462
H 7.9432 6.0170 19.7293
H 5.4583 4.7922 18.2521
H 5.7211 6.9905 16.9642
H 7.1306 5.8297 16.8050
H 7.1881 7.1986 17.9846
H 4.7788 6.1633 20.1566
H 5.6722 7.4463 19.6727
C 7.7320 10.7754 20.0139
O 8.4702 9.5735 20.2046
C 9.7245 9.8261 20.7762
C 10.7862 8.9763 20.1930
C 10.2734 7.5860 19.9136
N 12.0181 8.9016 21.0483
H 8.3220 11.6147 19.5450
H 7.3932 11.1932 20.9992
H 6.7801 10.5721 19.4370
H 10.0256 10.8464 20.7371
H 9.6625 9.6306 21.8968
H 11.1382 9.4367 19.2493
H 9.3458 7.5474 19.2141
H 10.0341 6.9606 20.7960
H 11.0160 7.0621 19.2922
H 11.8334 8.1506 21.7605
H 12.7797 8.5799 20.4745
*
```

The calculation puts the HOMO energy at -8.462 eV. As for the SMILES: CC1(C)CCCC(C)(C)N1O.CC1(C)CCCC(C)(C)N1O.COC[C@H](C)N.COC[C@H](C)N.COC[C@H](C)N.COC[C@H](C)N.COC[C@H](C)N.COC[C@H](C)N.COC[C@H](C)N.COC[C@H](C)N.COC[C@H](C)N. Its energy relative to the best compared isomer or geometry (same formula, charge and spin) is 10.5 kcal per mole. As for the lowest unoccupied orbital energy: 0.018 Eh. Its gap between HOMO and LUMO is 8.9 eV.

---

M values, unit g/mol, following the record order: 890.1; 567.4; 361.6; 63.1; 277.5; 116.2; 1116.8.
Max |F| values, unit hartree/bohr, following the record order: 0.0311; 0.0134; 0.0221; 0.0705; 0.0625; 0.0411; 0.0689.